[1]
Below is a 2-piece molecular cluster, C4H15N2O overall, with properties calculated with ωB97M-V/def2-TZVPD.

HOMO-LUMO gap (spin up / spin down), eV: 12.56 / 7.01
⟨S²⟩: 0.754
2S+1: 2
Total charge: +2
Energy relative to the best compared isomer or geometry (same formula, charge and spin), kcal per mole: 7.7

Each line ends with the natural charge from an NBO analysis.
CARTESIAN COORDINATES (ANGSTROEM)
O  3.19224  -0.14440  -2.58451  -0.969
H  4.01163  -0.01077  -2.08779  0.480
H  -2.60877  0.07070  2.22078  0.316
C  -2.12017  -0.75312  1.67787  -0.288
H  2.25588  1.29671  0.47282  0.438
H  0.52462  0.25983  1.36631  0.225
H  0.50170  -0.97183  0.21769  0.233
N  -3.19381  -1.62830  1.36633  -0.231
H  3.39248  -0.93763  -3.10297  0.517
C  -1.45227  -0.12147  0.40047  -0.398
H  0.44407  0.54059  -1.70757  0.252
H  -1.81950  0.89405  0.39372  0.232
C  0.53516  0.94909  -0.70930  -0.211
H  2.53256  0.46980  -0.92085  0.464
H  -1.31226  -1.17741  2.27057  0.261
H  -3.56824  -2.24879  2.09716  0.435
C  0.07553  0.02050  0.39772  -0.434
N  2.01189  1.26918  -0.51658  -0.681
H  -4.03509  -1.15992  0.99597  0.421
H  -1.73656  -0.64448  -0.50688  0.247
H  0.06501  1.93248  -0.70260  0.232
H  2.30391  2.09517  -1.03838  0.460

---

[2]
Below is a 2-piece molecular cluster, C4H15N2O2 overall, with properties calculated with ωB97M-V/def2-TZVPD.

HOMO-LUMO gap (spin up / spin down), eV: 3.04 / 10.13
⟨S²⟩: 0.751
2S+1: 2
Energy relative to the best compared isomer or geometry (same formula, charge and spin), kcal per mole: 43.8

Each line ends with the natural charge from an NBO analysis.
CARTESIAN COORDINATES (ANGSTROEM)
H  -1.75850  -0.55675  1.15093  0.391
C  1.54958  -0.49938  0.64544  -0.102
N  -2.31616  -0.12550  -1.42594  -0.861
O  1.04634  2.49252  -0.22521  -0.952
H  1.57408  -1.52501  1.03593  0.178
H  -0.02244  0.72102  -0.12758  0.248
H  0.49070  -2.02179  -1.03776  0.213
H  2.23411  -0.24803  -0.15915  0.183
C  -0.35801  -1.41837  -0.71716  -0.437
C  0.06453  -0.30240  0.24816  -0.158
H  -3.06234  -0.38369  -2.05464  0.370
H  1.42375  2.59569  -1.08428  0.466
O  1.75586  0.31450  1.81438  -0.754
C  -1.08228  -0.72551  -1.92419  -0.211
H  1.38024  3.26051  0.27036  0.482
H  -0.73190  0.36148  2.22308  0.332
H  -2.24982  0.88997  -1.43995  0.369
H  2.62402  0.71683  1.75623  0.473
H  -1.19275  -1.40031  -2.78462  0.193
N  -0.78122  -0.40692  1.48435  -1.085
H  -0.36191  0.00452  -2.33053  0.166
H  -1.14080  -2.00366  -0.27154  0.223
H  -0.68458  -1.29272  2.02909  0.274

---

[3]
Below is a 3-piece molecular cluster, C4H15N2O2 overall, with properties calculated with ωB97M-V/def2-TZVPD.

HOMO-LUMO gap, eV: 11.26
Total charge: +1
Energy relative to the best compared isomer or geometry (same formula, charge and spin), kcal per mole: 52.4

Each line ends with the natural charge from an NBO analysis.
CARTESIAN COORDINATES (ANGSTROEM)
H  -2.42780  0.23547  1.65493  0.188
H  -1.83248  -0.53723  -1.86666  0.228
H  -3.19878  -0.11744  0.04781  0.177
H  2.30144  -0.80825  -1.56361  0.229
H  2.06186  0.49583  0.32644  0.434
H  -0.39738  0.58250  -1.59249  0.193
H  1.17183  -1.02718  4.65167  0.480
H  -0.22740  2.75962  -1.15804  0.448
O  -0.36024  3.43569  -1.86172  -0.926
C  -2.26444  0.00820  0.59876  0.024
N  -1.08626  -0.14833  0.16368  -0.494
C  1.54100  -1.24134  -0.91039  -0.230
H  -0.16474  -2.32948  -1.25213  0.217
H  1.98451  -1.01352  0.99787  0.449
H  0.53678  0.14239  4.12641  0.470
N  1.54142  -0.38726  0.32829  -0.712
H  1.92048  -2.24253  -0.72179  0.238
C  -0.94909  -0.31531  -1.28175  -0.240
H  0.61764  -0.07093  0.68779  0.478
H  0.19843  -1.35608  -2.68224  0.252
O  0.82483  -0.71518  3.82198  -0.949
H  -0.27522  4.27739  -1.39037  0.479
C  0.18027  -1.34281  -1.58945  -0.433

---

[4]
Below is a 3-piece molecular cluster, C4H15N2O2 overall, with properties calculated with ωB97M-V/def2-TZVPD.

HOMO-LUMO gap, eV: 11.68
Total charge: +1
Energy relative to the best compared isomer or geometry (same formula, charge and spin), kcal per mole: 0.0

Each line ends with the natural charge from an NBO analysis.
CARTESIAN COORDINATES (ANGSTROEM)
C  -0.43188  2.06744  0.68081  -0.628
N  0.75828  -0.79239  0.54555  -0.518
H  0.00098  -0.63957  -0.13461  0.455
H  0.59142  -2.56514  -1.27786  0.439
O  -2.26749  0.81459  -2.60873  -0.972
H  0.05094  -0.11699  2.37496  0.211
H  -1.93346  -1.51904  -0.21198  0.488
H  -2.05235  -0.88038  -1.62642  0.531
H  1.77169  -0.08951  2.26488  0.220
H  -0.48956  3.14311  0.68879  0.240
H  -0.60722  1.74673  -0.34972  0.201
H  -1.35640  1.76170  1.18228  0.216
C  1.55405  -1.78918  0.33163  0.394
C  0.83997  1.55116  1.28288  -0.418
H  2.16054  -3.22301  -0.93984  0.429
N  1.40031  -2.61463  -0.67723  -0.731
H  -1.67345  1.56920  -2.76141  0.491
H  2.34871  -1.99950  1.04137  0.220
C  0.86180  0.09315  1.69665  -0.218
H  -2.95755  0.90129  -3.27862  0.492
O  -1.42528  -1.26529  -0.99190  -0.987
H  1.15349  2.13844  2.14478  0.234
H  1.70247  1.70783  0.62375  0.212

---

[5]
Below is a 3-piece molecular cluster, C4H15N2O2 overall, with properties calculated with ωB97M-V/def2-TZVPD.

HOMO-LUMO gap, eV: 6.59
Total charge: +1
Energy relative to the best compared isomer or geometry (same formula, charge and spin), kcal per mole: 117.9

Each line ends with the natural charge from an NBO analysis.
CARTESIAN COORDINATES (ANGSTROEM)
H  -0.18992  -2.19111  -2.15066  0.389
C  0.63315  0.38889  0.00847  0.367
O  3.36298  0.03126  2.31944  -0.704
H  -2.19778  0.67595  -0.98787  0.416
H  -0.24971  -0.82948  -1.25206  0.308
H  -1.51373  -1.81573  -1.31008  0.362
H  2.39963  -0.80431  0.19821  0.330
N  -0.77836  -1.40854  -1.88234  -1.017
O  -3.67586  -0.67049  -2.66758  -0.950
H  -4.39217  -1.31565  -2.60901  0.481
C  -0.79519  0.49887  0.51481  -0.333
N  -1.79522  1.16761  -0.20089  -0.803
H  -1.12273  -0.51611  0.75330  0.234
H  -0.66417  1.01689  1.48848  0.319
H  1.04682  1.33621  -0.28621  0.210
H  3.73395  0.44009  3.10842  0.507
C  1.63585  -0.28871  0.80197  -0.583
C  2.34620  0.75117  1.70609  -0.013
H  -2.85618  -1.15185  -2.52117  0.468
H  1.60141  1.05623  2.45822  0.173
H  -1.71927  2.15585  -0.36886  0.395
H  2.67075  1.67741  1.22384  0.189
H  1.24388  -1.09348  1.42329  0.257

---

[6]
Below is a 3-piece molecular cluster, C4H15N2O2 overall, with properties calculated with ωB97M-V/def2-TZVPD.

HOMO-LUMO gap, eV: 9.39
Total charge: +1
Energy relative to the best compared isomer or geometry (same formula, charge and spin), kcal per mole: 39.2

Each line ends with the natural charge from an NBO analysis.
CARTESIAN COORDINATES (ANGSTROEM)
C  0.30937  0.29384  1.05370  -0.108
N  2.54489  -1.03656  0.04592  -0.833
C  2.82747  0.00511  1.02195  -0.212
C  -0.05027  1.24862  0.22366  -0.112
H  -0.29488  -0.59396  1.18881  0.223
O  -2.96349  -1.84602  0.06022  -0.968
H  0.49810  2.17672  0.13796  0.227
H  -3.05498  -0.65256  -2.94616  0.503
H  -1.97506  0.89783  -0.10299  0.447
H  3.50888  -0.41684  1.76087  0.209
H  -1.49072  1.98084  -1.18060  0.446
H  -2.32868  -2.39699  0.52064  0.481
N  -1.20793  1.13899  -0.68215  -0.690
H  -2.34892  0.40584  -3.71203  0.493
H  -3.82257  -2.04761  0.45005  0.490
H  3.39368  0.84335  0.61093  0.176
O  -2.50364  0.12573  -2.79929  -0.978
H  3.38223  -1.27797  -0.47044  0.375
C  1.58263  0.38691  1.84514  -0.459
H  1.52628  -0.28741  2.69750  0.235
H  1.89168  -0.69344  -0.64765  0.338
H  1.75020  1.36568  2.29976  0.238
H  -1.17428  0.37990  -1.37579  0.479

---

[7]
Below is a 5-piece molecular cluster, C4H15N2O4 overall, with properties calculated with ωB97M-V/def2-TZVPD.

HOMO-LUMO gap (spin up / spin down), eV: 3.36 / 7.09
⟨S²⟩: 0.760
2S+1: 2
Energy relative to the best compared isomer or geometry (same formula, charge and spin), kcal per mole: 15.2

Each line ends with the natural charge from an NBO analysis.
CARTESIAN COORDINATES (ANGSTROEM)
H  0.35580  -0.84747  -0.71095  0.455
H  -0.63032  -0.96420  -3.75076  0.487
H  0.78134  3.89193  1.10611  0.204
H  1.90699  0.92207  -0.45172  0.219
H  1.65207  3.52742  -0.39977  0.220
C  -1.40059  0.61831  -0.52607  -0.068
H  -0.82169  0.69453  -3.99775  0.498
H  0.29226  4.45454  -0.58638  0.205
H  -0.70796  -3.86081  4.27784  0.483
O  -0.36494  -0.07486  -3.70771  -0.987
H  1.69344  -2.45935  -1.33576  0.479
O  0.37891  -1.98035  1.64547  -0.971
H  -2.30742  0.03192  -0.42033  0.184
H  1.39221  -2.46696  0.20951  0.515
H  -1.51771  -4.01925  2.98305  0.488
C  0.78813  1.17577  -0.48123  -0.054
H  -2.10855  2.45249  0.16067  0.379
O  1.45740  -1.92832  -0.58612  -0.943
H  0.71108  -1.29584  2.18616  0.472
C  0.63318  3.60265  0.04907  -0.647
H  0.11719  -2.60769  2.34098  0.491
O  -0.94637  -3.37384  3.48810  -0.945
N  -1.31977  2.01986  -0.41121  -0.599
N  -0.09630  0.16547  -0.67199  -0.587
C  0.06162  2.32198  -0.40922  0.021

---

[8]
Below is a 4-piece molecular cluster, C4H15N2O4S overall, with properties calculated with ωB97M-V/def2-TZVPD.

HOMO-LUMO gap, eV: 6.05
Total charge: -1
Energy relative to the best compared isomer or geometry (same formula, charge and spin), kcal per mole: 2.4

Each line ends with the natural charge from an NBO analysis.
CARTESIAN COORDINATES (ANGSTROEM)
N  0.72323  -0.50257  0.94523  -0.626
C  2.41036  -1.78450  -0.26121  -0.551
H  -2.18980  0.77447  -1.28861  0.488
H  1.31255  -0.88816  1.67837  0.406
H  -0.67541  -1.70981  -0.72647  0.197
O  -0.64173  1.26286  0.45102  -0.726
H  2.70116  -2.13525  -1.25046  0.196
O  0.33397  3.59885  -0.89881  -0.958
C  0.17159  -1.33649  -1.30697  -0.620
H  0.63249  -2.17507  -1.82791  0.205
O  -3.34784  -0.40124  0.57489  -0.969
S  3.98364  -1.21513  0.48217  -0.723
C  1.28918  -0.75753  -0.40543  -0.065
H  -3.50799  0.52184  0.80363  0.486
H  2.18907  -2.63406  0.38313  0.198
H  -2.49818  -0.69233  0.93915  0.488
N  -0.07135  0.90832  2.59883  -0.857
H  0.60224  0.46195  3.20545  0.376
H  1.67955  0.18115  -0.79468  0.200
H  -0.23247  -0.61199  -2.01141  0.222
C  0.03314  0.60693  1.23684  0.782
O  -2.84323  0.55787  -1.98598  -0.968
H  -0.26709  1.86147  2.83580  0.391
H  0.94115  3.38195  -1.63101  0.465
H  -3.22594  -0.21837  -1.54596  0.476
H  0.49771  2.94486  -0.19963  0.489